Record 1
This record from the Open Molecules 2025 dataset describes a cluster of 11 separate species, C60H150F2N11O24S2 in total in a non-equilibrium geometry. The level of theory is ωB97M-V with the def2-TZVPD basis set.

Output
net charge = -1
2S+1 = 1
largest force on an atom = 8.07 eV Å⁻¹

Each line ends with the Löwdin charge.
Atoms and positions in Å:
1 H 31.856 -36.989 2.008  0.12
2 H 31.310 -36.755 14.655  0.12
3 S 27.335 -30.193 9.582  0.56
4 H 26.281 -38.521 15.383  0.12
5 C 14.457 -23.679 1.253  -0.24
6 C 25.120 -29.293 20.827  -0.22
7 H 22.187 -19.758 8.275  0.08
8 N 26.973 -29.619 -2.037  -0.08
9 H 18.856 -26.195 4.958  0.08
10 C 25.460 -29.407 -6.017  -0.12
11 H 38.640 -26.648 9.313  0.11
12 H 32.672 -20.365 9.247  0.11
13 H 13.325 -25.110 0.221  0.12
14 H 25.664 -30.200 21.093  0.12
15 H 28.241 -28.676 17.595  0.09
16 H 16.022 -25.580 4.514  0.11
17 H 25.360 -37.911 19.203  0.08
18 H 38.266 -29.011 13.148  0.08
19 C 22.010 -20.164 10.943  -0.21
20 O 29.306 -39.631 7.340  -0.18
21 N 26.412 -38.875 -0.441  -0.05
22 H 20.305 -18.940 15.794  0.12
23 H 22.550 -29.680 21.437  0.11
24 H 22.658 -20.797 10.337  0.11
25 C 26.141 -37.164 19.065  -0.10
26 H 35.609 -28.779 9.055  0.12
27 H 15.756 -26.431 -1.960  0.09
28 H 28.051 -30.584 -0.527  0.10
29 O 31.617 -18.834 8.485  -0.20
30 H 23.433 -19.147 12.246  0.12
31 C 29.415 -37.341 15.544  -0.24
32 H 25.844 -36.187 19.447  0.09
33 C 30.548 -17.915 8.652  -0.12
34 C 38.067 -28.264 10.707  -0.22
35 O 28.573 -30.196 8.876  -0.29
36 C 29.230 -39.138 6.028  -0.23
37 N 15.020 -24.601 2.192  -0.07
38 C 21.693 -19.006 8.890  -0.13
39 N 28.015 -37.314 15.182  -0.02
40 O 15.179 -25.004 -0.705  -0.19
41 H 28.038 -37.657 14.232  0.10
42 H 27.805 -31.437 -2.788  0.11
43 O 21.984 -18.930 10.261  -0.21
44 O 27.724 -41.040 1.276  -0.17
45 H 33.960 -36.436 1.834  0.09
46 C 18.353 -26.471 4.032  -0.06
47 H 29.349 -41.504 8.336  0.08
48 H 25.036 -35.909 1.634  0.09
49 O 21.003 -27.315 16.841  -0.20
50 O 17.667 -25.341 3.331  -0.18
51 F 27.231 -31.739 10.027  -0.22
52 C 28.875 -41.749 1.536  -0.14
53 C 21.219 -18.447 15.461  -0.20
54 H 35.203 -37.631 1.529  0.08
55 C 22.613 -19.857 12.347  -0.17
56 H 20.715 -33.316 12.197  0.08
57 H 25.752 -37.000 -0.861  0.11
58 H 22.137 -32.464 11.420  0.09
59 C 26.078 -28.371 20.032  -0.24
60 C 30.738 -34.095 14.394  -0.13
61 C 26.038 -40.275 -0.294  -0.20
62 H 24.730 -38.207 -1.603  0.12
63 H 20.157 -26.201 15.394  0.11
64 H 30.915 -17.069 9.232  0.07
65 O 26.134 -30.006 8.752  -0.32
66 H 21.008 -20.588 11.007  0.12
67 O 21.056 -17.263 14.671  -0.21
68 O 39.174 -27.968 11.568  -0.19
69 C 31.744 -19.866 9.524  -0.16
70 H 35.140 -14.126 10.311  0.08
71 C 21.981 -31.190 19.975  -0.25
72 C 27.163 -38.333 17.292  -0.26
73 H 26.415 -37.012 1.894  0.08
74 H 19.608 -29.109 13.383  0.11
75 H 28.716 -39.768 5.302  0.12
76 H 28.043 -41.214 -0.794  0.12
77 H 13.590 -23.147 1.643  0.12
78 N 30.615 -38.381 4.252  -0.06
79 H 37.728 -27.865 7.393  0.09
80 H 29.672 -18.261 9.201  0.09
81 H 30.752 -40.883 7.463  0.08
82 H 20.544 -27.054 18.880  0.08
83 H 22.178 -20.325 15.116  0.12
84 H 35.849 -26.979 8.951  0.12
85 H 39.620 -29.772 12.363  0.09
86 H 19.655 -31.399 12.569  0.11
87 N 32.728 -18.130 11.128  -0.04
88 H 28.401 -29.812 -3.442  0.12
89 H 26.183 -25.619 0.666  0.08
90 C 20.412 -16.234 15.427  -0.10
91 C 23.035 -30.399 20.777  -0.21
92 H 22.974 -20.833 12.671  0.12
93 O 29.928 -35.049 14.981  -0.17
94 H 14.880 -23.410 3.856  0.12
95 H 21.724 -18.118 16.370  0.11
96 S 27.689 -28.132 10.501  0.38
97 H 30.293 -17.427 7.711  0.09
98 H 19.267 -27.725 17.938  0.07
99 H 25.332 -36.588 3.266  0.09
100 H 35.206 -28.862 6.743  0.12
101 H 31.123 -38.071 6.242  0.14
102 H 21.306 -31.789 20.587  0.11
103 H 26.241 -29.064 0.592  0.11
104 H 20.622 -19.038 8.692  0.08
105 H 19.145 -26.853 3.388  0.08
106 C 25.309 -37.984 -0.707  -0.22
107 H 29.716 -41.498 0.890  0.09
108 H 32.554 -17.643 10.260  0.07
109 C 20.362 -27.261 15.542  -0.17
110 H 14.487 -25.318 -2.564  0.08
111 H 32.550 -39.199 3.927  0.12
112 C 34.973 -17.121 11.191  -0.23
113 C 32.013 -38.269 3.739  -0.20
114 H 28.750 -28.267 19.239  0.08
115 H 28.834 -29.171 -1.139  0.12
116 C 35.389 -27.852 7.112  -0.25
117 H 27.672 -39.460 15.632  0.11
118 H 30.385 -33.104 14.680  0.09
119 C 20.587 -30.902 12.837  -0.22
120 C 27.903 -28.282 18.554  -0.10
121 H 20.764 -32.556 18.198  0.08
122 O 27.170 -27.343 -0.072  -0.17
123 C 34.293 -37.440 2.097  -0.09
124 C 14.095 -24.380 -0.026  -0.24
125 F 27.581 -27.227 11.818  -0.24
126 H 34.387 -27.427 7.156  0.13
127 H 26.066 -29.774 -6.845  0.08
128 H 24.541 -29.981 -5.904  0.08
129 H 37.852 -29.332 10.681  0.12
130 H 25.378 -40.621 0.502  0.11
131 C 35.833 -26.925 4.936  -0.07
132 C 35.992 -27.945 8.467  -0.20
133 H 28.633 -38.227 6.060  0.13
134 H 26.859 -38.519 0.392  0.09
135 H 19.573 -26.072 17.724  0.08
136 H 23.598 -31.049 21.446  0.11
137 H 35.894 -27.804 4.295  0.08
138 C 21.709 -32.888 12.329  -0.13
139 H 21.490 -33.806 19.245  0.08
140 H 34.812 -26.543 4.939  0.09
141 H 25.407 -27.608 19.637  0.12
142 C 22.160 -19.348 14.634  -0.23
143 O 24.685 -37.938 1.795  -0.20
144 C 30.650 -38.817 5.603  -0.25
145 C 27.285 -38.455 15.801  -0.21
146 H 13.762 -23.606 -0.717  0.12
147 C 38.435 -27.718 9.331  -0.19
148 H 26.043 -29.994 -1.919  0.11
149 H 25.797 -31.247 -4.202  0.11
150 H 26.775 -27.982 20.774  0.11
151 C 14.822 -25.923 -1.721  -0.11
152 H 29.965 -36.527 13.698  0.11
153 H 24.788 -28.824 21.753  0.11
154 H 30.147 -39.124 3.753  0.09
155 H 29.931 -38.282 15.357  0.11
156 H 17.129 -24.334 4.901  0.12
157 H 22.028 -33.334 17.518  0.09
158 H 25.167 -28.393 -6.287  0.09
159 H 29.571 -37.135 16.603  0.12
160 H 21.170 -18.523 13.156  0.10
161 C 25.394 -36.773 2.194  -0.09
162 H 22.103 -18.060 8.536  0.09
163 H 32.418 -20.206 11.544  0.11
164 H 21.322 -30.468 19.493  0.11
165 H 19.760 -30.176 14.735  0.11
166 H 22.290 -33.758 12.634  0.09
167 H 27.872 -28.937 1.162  0.12
168 H 32.536 -37.477 4.275  0.12
169 H 39.450 -28.073 9.152  0.11
170 H 25.522 -40.621 -1.189  0.12
171 C 20.296 -29.806 13.861  -0.22
172 H 26.888 -42.193 -0.094  0.11
173 H 31.778 -34.054 14.719  0.08
174 O 36.247 -27.077 6.317  -0.20
175 H 31.109 -39.805 5.650  0.11
176 C 26.628 -30.565 -4.387  -0.24
177 O 26.667 -27.418 9.733  -0.32
178 H 34.569 -19.103 11.796  0.12
179 O 29.094 -27.934 10.215  -0.31
180 H 27.174 -26.443 1.820  0.09
181 C 20.093 -27.015 17.888  -0.14
182 O 33.286 -38.425 1.715  -0.20
183 H 22.422 -27.472 14.753  0.12
184 H 14.229 -25.071 2.608  0.11
185 H 20.919 -16.089 16.380  0.08
186 H 28.110 -38.486 17.811  0.11
187 H 27.647 -27.232 18.409  0.08
188 C 24.262 -38.045 0.420  -0.21
189 C 29.668 -40.999 7.424  -0.11
190 H 30.994 -19.252 11.553  0.10
191 H 15.243 -22.988 0.947  0.12
192 H 36.480 -26.226 4.406  0.08
193 H 31.266 -38.621 1.701  0.12
194 H 37.168 -27.821 11.136  0.12
195 C 27.561 -30.429 -3.124  -0.20
196 N 27.247 -29.443 11.187  -0.24
197 H 36.016 -17.432 11.247  0.11
198 C 35.635 -15.048 10.006  -0.09
199 H 30.668 -34.276 13.322  0.09
200 H 39.834 -28.328 13.441  0.09
201 C 30.282 -36.400 14.733  -0.23
202 H 28.713 -42.821 1.425  0.09
203 C 27.232 -28.707 0.311  -0.22
204 O 34.851 -16.251 10.067  -0.19
205 H 22.320 -29.384 13.705  0.11
206 C 27.856 -29.565 -0.861  -0.19
207 N 23.994 -29.649 19.979  -0.06
208 H 25.606 -27.053 1.368  0.08
209 H 23.514 -37.299 0.149  0.11
210 H 19.360 -16.351 15.689  0.08
211 H 17.788 -27.395 4.160  0.08
212 H 29.154 -41.601 2.579  0.08
213 H 26.613 -39.234 17.563  0.11
214 H 23.566 -28.839 19.554  0.11
215 C 21.696 -33.027 18.510  -0.09
216 H 29.377 -41.653 6.601  0.09
217 H 19.488 -27.913 15.536  0.10
218 N 21.542 -29.202 14.323  -0.05
219 H 34.445 -18.888 10.128  0.12
220 H 20.843 -30.402 11.902  0.12
221 C 21.411 -27.758 14.465  -0.19
222 O 22.531 -31.952 18.956  -0.18
223 C 39.225 -28.804 12.672  -0.15
224 C 31.934 -19.383 11.018  -0.18
225 N 21.586 -19.428 13.324  -0.06
226 H 30.914 -20.572 9.487  0.11
227 H 34.750 -16.680 12.163  0.12
228 H 16.309 -23.154 2.775  0.12
229 C 26.519 -26.612 0.966  -0.12
230 C 32.008 -38.041 2.250  -0.22
231 O 26.764 -29.021 19.000  -0.17
232 O 21.529 -31.888 13.284  -0.18
233 C 34.170 -18.401 11.064  -0.22
234 H 23.748 -39.005 0.367  0.11
235 H 34.586 -37.527 3.144  0.08
236 H 21.135 -27.263 13.534  0.11
237 H 27.002 -37.493 19.646  0.08
238 C 27.266 -41.172 -0.030  -0.24
239 H 27.295 -31.005 -5.128  0.11
240 O 26.454 -37.152 17.669  -0.17
241 H 23.177 -18.956 14.636  0.11
242 N 37.447 -28.170 8.314  -0.07
243 H 35.799 -14.971 8.931  0.08
244 H 20.480 -15.314 14.846  0.09
245 C 16.612 -24.786 4.055  -0.26
246 H 36.615 -15.189 10.461  0.08
247 C 15.662 -23.884 3.261  -0.21
248 H 14.062 -26.647 -1.429  0.08
249 O 26.176 -29.296 -4.794  -0.18

Cartesian forces (eV/Å) of the 6 atoms listed first:
H -0.30 0.16 0.02
H 0.57 0.79 1.01
S -3.27 -3.41 -1.17
H -0.10 0.48 -0.08
C 1.25 -0.28 -1.19
C 0.61 0.00 -1.74

Record 2
This record from the Open Molecules 2025 dataset describes an isolated molecule of C4H9NO in a non-equilibrium geometry. The level of theory is ωB97M-V with the def2-TZVPD basis set.

Output
SMILES = CC(=O)N(C)C
energy above the lowest of the compared OMol25 structures with the same formula, charge and spin = 1.734 eV
2S+1 = 1
largest force on an atom = 3.70 eV Å⁻¹

Each line ends with the natural charge from an NBO analysis.
Atoms and positions in Å:
1 H 1.283 -1.901 0.345  0.22
2 H -0.160 2.403 0.665  0.24
3 O 1.611 0.744 0.540  -0.64
4 H 0.133 -2.612 -0.747  0.20
5 C -0.652 1.555 0.976  -0.72
6 H -2.035 0.364 -1.152  0.20
7 C 0.758 -1.637 -0.642  -0.42
8 H -0.465 1.448 2.073  0.25
9 N -0.100 -0.432 -0.499  -0.46
10 C -1.599 -0.569 -0.701  -0.42
11 C 0.367 0.572 0.363  0.69
12 H -1.733 1.464 0.532  0.22
13 H -2.086 -0.678 0.320  0.20
14 H 1.482 -1.529 -1.441  0.21
15 H -1.854 -1.418 -1.391  0.22

Cartesian forces (eV/Å) of the 6 atoms listed first:
H -0.39 0.98 -1.42
H 0.40 2.63 -0.40
O -3.63 -0.74 -0.12
H 0.68 1.92 -0.45
C -0.77 -2.72 -0.27
H 0.62 -0.91 0.26

Record 3
This record from the Open Molecules 2025 dataset describes a structure of composition BrH10O5 in a non-equilibrium geometry. The level of theory is ωB97M-V with the def2-TZVPD basis set.

Output
energy above the lowest of the compared OMol25 structures with the same formula, charge and spin = 2.429 eV
net charge = -1
2S+1 = 1
largest force on an atom = 2.81 eV Å⁻¹

Each line ends with the natural charge from an NBO analysis.
Atoms and positions in Å:
1 H 1.907 2.088 0.176  0.46
2 O -0.068 -2.689 -0.444  -0.97
3 H -0.387 0.136 -1.545  0.47
4 H -0.432 -1.978 0.084  0.47
5 Br -0.323 -0.023 0.440  -0.66
6 H 1.489 -0.294 -0.073  0.46
7 H 0.880 1.371 1.026  0.45
8 H 2.337 -0.296 1.182  0.45
9 H -3.327 0.918 1.732  0.44
10 H -1.977 0.673 1.091  0.46
11 H -0.808 -3.003 -0.965  0.44
12 O -2.542 1.371 1.423  -0.98
13 O 1.299 2.223 0.902  -0.98
14 H -0.180 -0.236 -2.998  0.45
15 O -0.085 0.490 -2.381  -0.98
16 O 2.216 -0.752 0.349  -0.97

Cartesian forces (eV/Å) of the 6 atoms listed first:
H 0.09 -0.05 -0.21
O 0.30 -1.80 -0.77
H -0.17 -0.07 0.54
H -0.03 0.43 0.38
Br -2.49 -0.43 1.06
H 0.18 -0.12 -0.35

Record 4
This record from the Open Molecules 2025 dataset describes an isolated molecule of C5H6O2. The level of theory is ωB97M-V with the def2-TZVPD basis set.

Output
energy above the lowest of the compared OMol25 structures with the same formula, charge and spin = 5.229 eV
2S+1 = 1
largest force on an atom = 0.63 eV Å⁻¹

Each line ends with the natural charge from an NBO analysis.
Atoms and positions in Å:
1 H -1.323 -1.602 -1.048  0.51
2 H 3.872 0.878 0.814  0.24
3 H -1.654 1.514 1.021  0.22
4 C -1.286 0.972 0.154  -0.81
5 C 0.656 -0.468 -0.492  0.49
6 H -0.979 1.587 -0.689  0.22
7 C 2.947 0.498 0.439  -0.11
8 C 1.908 0.070 0.006  -0.14
9 O -1.669 -1.343 -0.167  -0.79
10 H -0.392 -0.566 1.428  0.24
11 C -0.527 -0.226 0.402  -0.03
12 H -2.118 -0.294 -0.291  0.48
13 O 0.565 -1.018 -1.576  -0.52

Cartesian forces (eV/Å) of the 6 atoms listed first:
H -0.03 -0.02 0.13
H -0.14 -0.06 -0.06
H 0.05 -0.08 -0.14
C 0.14 0.18 0.10
C -0.09 -0.21 -0.44
H -0.02 -0.08 0.12

no.,HOMO (eV)
1,-6.4
2,-9.3
3,-5.2
4,-8.4